Record 1
{
  "formula": "C34H28NO7PtS",
  "method": "ωB97M-V with the def2-TZVPD basis set",
  "symbols": ["Pt", "C", "C", "O", "C", "C", "C", "C", "C", "C", "O", "H", "H", "H", "H", "H", "H", "H", "O", "C", "C", "O", "O", "C", "C", "C", "C", "C", "C", "C", "C", "C", "C", "C", "C", "H", "H", "H", "H", "H", "H", "H", "H", "H", "H", "H", "O", "C", "O", "C", "C", "C", "C", "S", "C", "C", "H", "H", "H", "H", "H", "C", "C", "C", "N", "C", "C", "H", "H", "H", "H", "H"],
  "xyz": [[-0.375, 0.745, -1.470], [-2.997, 4.100, -1.513], [-2.513, 2.793, -0.955], [-1.756, 2.154, -1.712], [-2.951, 2.343, 0.350], [-3.427, 3.295, 1.275], [-3.929, 2.924, 2.497], [-4.037, 1.562, 2.797], [-3.603, 0.612, 1.901], [-3.017, 0.981, 0.685], [-2.591, 0.059, -0.184], [-2.803, 4.119, -2.582], [-2.422, 4.909, -1.053], [-4.051, 4.270, -1.307], [-3.369, 4.345, 1.029], [-4.263, 3.673, 3.201], [-4.481, 1.248, 3.733], [-3.732, -0.444, 2.105], [-1.510, -2.142, 0.525], [-0.504, -2.526, 1.122], [1.310, -1.867, -1.298], [1.463, -3.000, -1.235], [1.182, -0.708, -1.383], [-0.212, -3.975, 1.198], [-0.929, -4.843, 0.371], [-0.703, -6.205, 0.429], [0.235, -6.714, 1.321], [0.941, -5.861, 2.156], [0.722, -4.494, 2.095], [0.423, -1.542, 1.738], [1.797, -1.606, 1.509], [2.636, -0.651, 2.058], [2.114, 0.351, 2.865], [0.750, 0.408, 3.110], [-0.094, -0.529, 2.538], [-2.150, -0.740, 0.238], [-1.660, -4.434, -0.313], [-1.257, -6.875, -0.215], [0.410, -7.781, 1.368], [1.658, -6.260, 2.860], [1.254, -3.837, 2.770], [2.209, -2.395, 0.891], [3.700, -0.694, 1.864], [2.775, 1.085, 3.309], [0.341, 1.186, 3.741], [-1.157, -0.490, 2.730], [6.864, 3.469, 0.860], [6.018, 3.581, -0.187], [6.401, 4.044, -1.223], [4.617, 3.096, 0.018], [3.874, 2.787, -1.115], [2.567, 2.347, -1.005], [1.968, 2.213, 0.247], [0.307, 1.677, 0.502], [2.706, 2.547, 1.383], [4.014, 2.983, 1.268], [6.453, 2.975, 1.579], [4.337, 2.912, -2.085], [1.998, 2.134, -1.902], [2.245, 2.470, 2.360], [4.545, 3.266, 2.171], [-2.092, -1.327, -5.530], [-0.772, -0.906, -5.470], [-0.313, -0.324, -4.305], [-1.099, -0.157, -3.233], [-2.376, -0.559, -3.290], [-2.905, -1.148, -4.423], [-2.481, -1.785, -6.430], [-0.104, -1.017, -6.311], [0.704, 0.036, -4.217], [-2.962, -0.399, -2.394], [-3.940, -1.459, -4.427]],
  "forces_ev_per_angstrom": [[0.294, -0.085, -0.115], [0.033, -0.108, 0.051], [0.092, 0.052, -0.028], [0.065, 0.357, -0.402], [-0.244, 0.103, 0.145], [0.035, -0.026, -0.089], [-0.014, -0.155, 0.036], [0.016, 0.177, -0.004], [0.153, -0.196, -0.107], [-0.166, 0.121, 0.432], [-0.196, -0.247, -0.013], [-0.007, 0.003, -0.009], [0.007, -0.012, 0.027], [-0.007, -0.010, 0.023], [-0.003, 0.026, -0.045], [-0.009, -0.006, 0.003], [0.008, 0.004, -0.004], [0.055, -0.013, 0.042], [-0.019, -0.053, 0.123], [0.084, -0.237, 0.032], [-0.189, 0.239, -0.184], [0.049, -0.140, -0.207], [0.169, 0.041, -0.153], [-0.015, -0.010, 0.021], [0.006, -0.002, 0.001], [0.001, 0.015, -0.016], [0.003, 0.008, 0.005], [0.010, -0.003, -0.004], [-0.043, 0.028, 0.055], [-0.185, -0.036, 0.276], [0.217, 0.136, 0.101], [-0.039, -0.078, -0.013], [-0.079, -0.646, 0.619], [0.203, -0.329, 0.327], [0.076, -0.341, 0.179], [-0.379, 0.153, -0.028], [-0.006, 0.007, -0.005], [0.003, 0.002, -0.002], [-0.001, 0.001, 0.002], [-0.001, -0.001, 0.000], [0.008, 0.016, -0.010], [0.060, -0.028, 0.258], [0.015, 0.015, -0.011], [-0.028, -0.500, 0.197], [-0.017, 0.015, -0.004], [-0.099, 0.035, -0.019], [0.005, 0.003, 0.009], [0.000, 0.009, -0.015], [0.000, -0.022, 0.007], [0.025, -0.022, 0.025], [-0.013, -0.008, -0.008], [0.034, -0.024, -0.033], [-0.133, 0.053, -0.023], [0.110, 0.612, -0.771], [-0.018, 0.542, -0.171], [0.009, -0.014, -0.013], [0.004, 0.012, 0.001], [0.000, 0.003, 0.001], [-0.013, -0.013, 0.019], [0.056, 0.589, -0.486], [0.009, 0.031, 0.017], [0.005, -0.001, -0.001], [-0.013, 0.002, -0.004], [0.011, 0.025, -0.024], [-0.020, -0.038, 0.034], [-0.002, -0.015, -0.002], [0.002, 0.007, -0.005], [0.000, 0.000, -0.001], [0.001, 0.000, 0.000], [-0.001, -0.010, 0.009], [0.026, -0.014, -0.046], [0.001, -0.001, -0.002]],
  "mulliken_charge": [1.726, -1.786, 1.191, -0.661, 0.474, -0.811, -1.033, -0.435, -0.875, 0.983, -0.245, 0.422, 0.415, 0.445, 0.464, 0.445, 0.452, 0.518, -0.894, -0.382, 0.960, -0.350, -0.848, 0.639, -0.352, -0.766, -0.346, -0.943, -0.154, 0.954, -0.080, -1.197, -0.731, -0.983, -0.296, 0.233, 0.424, 0.414, 0.417, 0.419, 0.487, 0.711, 0.457, 1.101, 0.329, 0.619, -0.475, 0.587, -0.539, 0.696, -0.942, -0.469, 0.512, -0.251, -1.266, -1.035, 0.289, 0.474, 0.448, 1.017, 0.367, -0.155, -0.870, -0.043, -0.129, 0.016, -1.024, 0.418, 0.436, 0.460, 0.488, 0.457],
  "lumo_energy_ev": -3.19,
  "relative_energy_kcal_mol": 14.00,
  "homo_ev": -9.993,
  "charge": 1,
  "multiplicity": 1
}

***

Record 2
{
  "formula": "C20H19N3O6",
  "method": "ωB97M-V with the def2-TZVPD basis set",
  "symbols": ["C", "O", "C", "C", "C", "C", "N", "C", "C", "O", "N", "N", "C", "O", "C", "O", "C", "C", "C", "C", "C", "O", "C", "C", "O", "C", "C", "C", "C", "H", "H", "H", "H", "H", "H", "H", "H", "H", "H", "H", "H", "H", "H", "H", "H", "H", "H", "H"],
  "xyz": [[4.824, 1.940, -1.317], [4.965, 0.665, -0.740], [3.861, -0.137, -0.681], [4.069, -1.364, -0.015], [3.056, -2.273, 0.163], [1.798, -1.946, -0.338], [0.610, -2.599, -0.266], [-0.361, -1.849, -0.879], [-1.755, -2.244, -0.662], [-2.050, -3.182, 0.052], [-2.697, -1.449, -1.279], [-3.880, -1.194, -0.572], [-3.823, 0.043, 0.173], [-3.851, 1.173, -0.707], [-2.667, 1.835, -0.714], [-2.440, 2.674, -1.543], [-1.811, 1.270, 0.354], [-2.517, 0.181, 0.899], [-1.973, -0.654, 1.837], [-0.657, -0.422, 2.233], [0.068, 0.637, 1.719], [1.352, 0.928, 2.039], [2.056, 0.049, 2.883], [-0.514, 1.546, 0.787], [0.299, 2.557, 0.447], [-0.212, 3.738, -0.138], [0.210, -0.697, -1.377], [1.582, -0.732, -1.035], [2.627, 0.182, -1.207], [4.568, 1.874, -2.380], [4.065, 2.531, -0.796], [5.795, 2.421, -1.212], [5.060, -1.559, 0.363], [3.227, -3.204, 0.683], [0.405, -3.470, 0.197], [-2.340, -0.689, -1.854], [-4.682, -1.210, -1.197], [-4.710, 0.087, 0.815], [-2.529, -1.490, 2.227], [-0.209, -1.087, 2.952], [1.620, 0.019, 3.886], [2.095, -0.961, 2.464], [3.067, 0.450, 2.940], [-1.100, 4.089, 0.392], [0.586, 4.474, -0.043], [-0.464, 3.598, -1.190], [-0.276, 0.095, -1.913], [2.438, 1.109, -1.721]],
  "forces_ev_per_angstrom": [[-0.011, 0.158, -0.076], [0.046, -0.256, 0.123], [-0.168, 0.064, -0.099], [-0.030, -0.012, 0.017], [0.163, 0.014, 0.007], [0.131, 0.591, -0.293], [-0.416, -0.302, 0.000], [0.452, 0.306, -0.049], [-0.411, -0.338, -0.002], [0.172, 0.022, -0.002], [-0.199, 0.332, -0.362], [-0.032, 0.012, -0.015], [-0.079, -0.418, 0.211], [-0.151, 0.123, -0.163], [0.310, 0.398, -0.342], [-0.153, -0.160, 0.101], [-0.037, -0.241, 0.474], [0.171, 0.280, 0.021], [-0.182, 0.227, -0.147], [0.148, 0.126, 0.016], [0.069, 0.185, -0.105], [-0.300, 0.160, -0.188], [0.099, -0.167, 0.155], [-0.024, -0.096, 0.193], [0.053, -0.421, -0.024], [-0.064, 0.444, -0.304], [-0.322, -0.401, 0.003], [0.193, -0.519, 0.276], [0.356, 0.086, 0.030], [-0.014, 0.004, 0.036], [0.004, -0.014, -0.024], [-0.088, 0.012, -0.035], [0.118, -0.046, 0.052], [0.067, -0.090, 0.059], [-0.024, 0.079, 0.019], [-0.085, -0.143, 0.197], [0.198, -0.100, 0.122], [0.122, 0.065, -0.160], [-0.032, -0.156, 0.017], [0.127, -0.038, 0.087], [-0.004, -0.004, -0.029], [-0.019, 0.033, 0.010], [-0.044, -0.067, 0.026], [0.023, -0.037, 0.002], [-0.063, -0.025, 0.050], [0.060, 0.004, 0.193], [-0.178, 0.178, -0.042], [0.047, 0.151, -0.038]],
  "nbo_charge": [-0.252, -0.497, 0.286, -0.232, -0.233, 0.108, -0.495, 0.023, 0.658, -0.598, -0.474, -0.437, 0.202, -0.503, 0.783, -0.578, -0.296, -0.033, -0.204, -0.268, 0.263, -0.481, -0.252, 0.399, -0.485, -0.253, -0.270, -0.015, -0.306, 0.174, 0.179, 0.199, 0.225, 0.219, 0.434, 0.369, 0.376, 0.207, 0.240, 0.229, 0.173, 0.184, 0.206, 0.180, 0.191, 0.211, 0.221, 0.224],
  "lumo_energy_ev": 0.35,
  "relative_energy_kcal_mol": 36.84,
  "smiles": "COc1ccc2[nH]c(C(=O)NN[C@@H]3OC(=O)c4c3ccc(OC)c4OC)cc2c1",
  "homo_ev": -7.990,
  "multiplicity": 1
}

***

Record 3
{
  "formula": "C7H8S2",
  "method": "ωB97M-V with the def2-TZVPD basis set",
  "symbols": ["C", "C", "C", "C", "C", "C", "C", "S", "S", "H", "H", "H", "H", "H", "H", "H", "H"],
  "xyz": [[0.229, 0.097, 3.397], [0.039, 0.774, 2.412], [0.324, 0.246, -4.290], [-0.408, -0.025, -3.219], [0.076, 0.127, -1.843], [-0.870, 0.316, -0.749], [0.469, -0.730, 4.555], [-0.274, -1.283, -0.680], [-0.188, 1.840, 1.172], [-0.079, 0.129, -5.282], [1.340, 0.599, -4.224], [-1.424, -0.383, -3.316], [1.082, 0.512, -1.729], [-1.901, 0.601, -0.778], [-0.289, -1.511, 4.620], [0.414, -0.118, 5.456], [1.458, -1.188, 4.497]],
  "forces_ev_per_angstrom": [[-0.131, 0.210, -0.677], [0.051, -0.326, 0.335], [-0.120, 0.000, -0.016], [-0.034, 0.059, -0.178], [0.245, -0.039, 0.131], [0.743, 1.153, 2.077], [0.096, -0.142, 0.173], [0.016, -0.017, 0.134], [-0.608, -0.878, -2.244], [-0.088, -0.041, -0.140], [0.198, 0.059, 0.122], [-0.106, -0.044, -0.076], [-0.046, 0.086, 0.117], [-0.237, 0.115, -0.086], [0.047, -0.049, 0.109], [0.020, -0.085, 0.079], [-0.045, -0.062, 0.140]],
  "nbo_charge": [0.007, -0.287, -0.349, -0.216, -0.340, -0.253, -0.680, 0.250, 0.070, 0.206, 0.197, 0.210, 0.249, 0.233, 0.235, 0.239, 0.230],
  "lumo_energy_ev": [-0.83, -0.83],
  "relative_energy_kcal_mol": 113.36,
  "homo_ev": [-7.886, -7.885],
  "multiplicity": 1
}